(one)
This record from the Open Molecules 2025 dataset describes C25H38N4O2 as an isolated structure. The level of theory is wB97M-V/def2-TZVPD.

Each line ends with the Löwdin charge.
Positions of all 69 atoms, in Å:
C 2.385 1.135 1.413  -0.02
N 2.245 0.755 -0.045  0.00
C 1.714 1.440 -1.046  -0.49
O 1.808 1.092 -2.239  0.02
C 1.455 2.979 -0.914  -0.03
C 0.114 3.035 -1.298  -0.18
C -0.711 2.052 -0.602  -0.16
N -0.675 1.189 0.199  0.09
N -1.712 0.354 0.377  0.14
C -2.564 0.753 -0.498  -0.58
O -2.128 1.484 -1.223  0.19
C -3.856 -0.062 -0.856  -0.08
H -4.484 1.036 -1.252  0.19
H -3.811 -0.654 -1.556  0.02
C -4.479 -0.678 0.287  -0.15
C -4.430 0.139 1.827  -0.05
H -4.947 -0.340 2.482  0.01
H -3.437 0.363 2.115  0.06
C -5.463 1.410 1.596  -0.09
C -4.499 2.540 1.129  -0.14
C -3.304 2.960 1.487  -0.22
C -2.516 3.910 1.183  -0.04
C -3.098 4.577 -0.040  -0.16
C -4.189 4.220 -0.517  -0.17
C -5.112 3.053 -0.322  0.10
H -6.000 2.961 -0.577  -0.01
H -4.533 4.921 -1.625  0.17
H -2.609 5.357 -0.548  0.08
H -1.560 4.339 1.569  0.14
H -2.956 2.571 2.534  0.17
H -5.663 1.660 2.617  0.10
H -6.217 1.275 0.932  0.06
H -5.519 -0.999 0.168  0.11
H -3.790 -1.469 0.545  0.09
H -0.333 4.020 -1.163  0.13
H -0.080 2.672 -2.312  0.15
H 2.026 3.541 -1.366  0.03
H 1.418 3.060 0.603  0.23
C 2.605 -0.789 -0.317  -0.20
C 4.092 -1.329 0.069  -0.09
H 4.748 -0.396 -0.431  0.18
H 4.364 -1.191 1.264  0.16
C 4.385 -2.649 -0.450  -0.77
N 3.343 -3.371 0.095  0.02
H 3.405 -4.551 -0.225  0.21
C 1.716 -2.979 -0.018  -0.45
C 1.634 -1.508 0.434  -0.14
H 0.586 -1.131 0.239  0.14
H 1.737 -1.653 1.408  0.08
C 1.167 -4.124 1.065  0.02
H -0.010 -3.725 1.080  0.14
H 1.515 -3.969 1.944  -0.01
H 0.893 -5.009 0.624  0.03
C 1.202 -3.252 -1.308  -0.10
H 0.072 -3.174 -1.215  0.11
H 1.419 -4.391 -1.511  0.12
H 1.562 -2.622 -2.210  0.12
C 5.660 -3.167 0.225  -0.02
H 5.409 -3.223 1.305  0.10
H 6.349 -2.325 0.216  0.09
H 5.794 -4.047 -0.271  0.05
C 4.409 -2.701 -1.899  -0.04
H 4.369 -3.786 -2.345  0.14
H 3.791 -2.280 -2.436  -0.04
H 5.417 -2.198 -2.289  0.14
H 2.440 -0.741 -1.397  0.12
H 1.458 1.326 1.750  0.03
H 2.895 1.970 1.581  0.02
H 3.083 0.333 1.953  0.14

## Properties
**HOMO**: -8.2 eV
**Kohn-Sham gap**: 8.4 eV
**Lowest unoccupied orbital energy**: 0.150 eV


(two)
This record from the Open Molecules 2025 dataset describes C25H38N4O2 in the gas phase. The level of theory is wB97M-V/def2-TZVPD.

Each line ends with the Löwdin charge.
Positions of all 69 atoms, in Å:
C -3.146 0.624 2.846  -0.04
C -1.767 0.285 2.286  -0.34
C -1.338 -1.129 2.736  -0.10
N -0.108 -1.574 2.151  0.00
C 0.008 -1.989 0.871  -0.40
N -0.856 -2.300 -0.023  0.09
C -0.087 -2.865 -1.124  -0.17
C 1.386 -3.008 -0.627  -0.30
C 1.757 -4.460 -0.325  -0.05
N 1.333 -2.166 0.549  -0.01
C 2.130 -2.159 1.747  -0.06
C 1.208 -1.429 2.753  -0.21
C 1.605 0.045 2.965  -0.10
C 3.024 0.172 3.434  -0.25
C 4.013 0.659 2.590  -0.04
C 5.326 0.755 3.013  -0.02
C 5.675 0.358 4.297  -0.33
O 6.955 0.431 4.758  0.05
C 4.692 -0.129 5.153  -0.01
C 3.385 -0.216 4.720  -0.03
N -1.782 0.359 0.843  0.09
C -0.835 1.021 0.140  -0.49
O 0.017 1.715 0.661  0.05
C -0.993 0.881 -1.360  -0.10
C -2.142 1.769 -1.848  -0.16
C -2.471 1.575 -3.332  -0.34
C -1.349 2.079 -4.241  -0.17
C -1.709 1.891 -5.713  -0.20
C -3.008 2.617 -6.047  -0.21
C -4.134 2.116 -5.150  -0.21
C -3.771 2.305 -3.680  -0.18
H -3.444 1.618 2.523  0.08
H -3.883 -0.093 2.494  0.08
H -3.128 0.602 3.933  0.08
H -1.035 1.028 2.616  0.13
H -2.117 -1.836 2.429  0.13
H -1.238 -1.158 3.823  0.13
H -0.516 -3.831 -1.404  0.10
H -0.144 -2.205 -1.995  0.10
H 2.096 -2.592 -1.352  0.14
H 2.772 -4.527 0.062  0.07
H 1.068 -4.877 0.407  0.09
H 1.696 -5.048 -1.237  0.08
H 3.070 -1.622 1.594  0.12
H 2.362 -3.175 2.098  0.12
H 1.216 -1.939 3.726  0.15
H 1.462 0.591 2.031  0.10
H 0.937 0.472 3.717  0.12
H 3.750 0.981 1.593  0.12
H 6.085 1.142 2.345  0.11
H 7.527 0.798 4.073  0.10
H 4.974 -0.427 6.150  0.12
H 2.630 -0.588 5.398  0.12
H -2.298 -0.367 0.368  0.13
H -1.201 -0.162 -1.603  0.10
H -0.056 1.182 -1.828  0.12
H -3.034 1.539 -1.260  0.11
H -1.886 2.815 -1.665  0.13
H -2.616 0.504 -3.518  0.15
H -0.424 1.543 -4.027  0.11
H -1.177 3.140 -4.043  0.13
H -1.828 0.825 -5.923  0.11
H -0.900 2.268 -6.342  0.11
H -3.266 2.459 -7.096  0.11
H -2.873 3.691 -5.893  0.11
H -5.059 2.652 -5.374  0.11
H -4.307 1.055 -5.346  0.11
H -4.582 1.934 -3.050  0.11
H -3.649 3.371 -3.472  0.12

## Properties
**HOMO**: -7.9 eV
**Kohn-Sham gap**: 8.7 eV
**Lowest unoccupied orbital energy**: 0.763 eV


Which one is most stable, and which one is least stable? (two) is the most stable of them, while (one) is the least stable.


(one)
This record from the Open Molecules 2025 dataset describes a 2-piece molecular cluster, C2H2FN overall. The level of theory is wB97M-V/def2-TZVPD.

Each line ends with the Löwdin charge.
Positions of all 6 atoms, in Å:
C 0.990 -0.024 -0.249  -0.23
C -0.394 0.087 0.259  -0.20
N 2.068 -0.134 -0.604  0.15
F -1.004 1.130 -0.378  -0.05
H -0.990 -1.223 -0.333  0.23
H -0.670 0.164 1.305  0.10

## Properties
**HOMO**: -11.6 eV
**Kohn-Sham gap**: 11.7 eV
**Lowest unoccupied orbital energy**: 0.184 eV


(two)
This record from the Open Molecules 2025 dataset describes C2H2FN as an isolated structure. The level of theory is wB97M-V/def2-TZVPD.

Each line ends with the Löwdin charge.
Positions of all 6 atoms, in Å:
C 0.886 -0.887 -0.396  0.03
C -0.440 0.250 0.374  -0.25
N -0.177 -1.105 0.291  -0.03
F -1.483 0.736 -0.242  0.10
H 1.160 0.045 -0.924  0.05
H 0.053 0.962 0.897  0.10

## Properties
**HOMO (alpha / beta)**: -8.5 / -8.3 eV
**Kohn-Sham gap (alpha / beta)**: 8.4 / 8.1 eV
**Lowest unoccupied orbital energy (alpha / beta)**: -0.074 / -0.146 eV


Which one is most stable, and which one is least stable? (one) is the most stable of them, while (two) is the least stable.


(one)
This record from the Open Molecules 2025 dataset describes C19H23N5O2 in the gas phase. The level of theory is wB97M-V/def2-TZVPD.

Each line ends with the Löwdin charge.
Positions of all 49 atoms, in Å:
C -0.728 2.972 -3.618  -0.02
C 0.295 2.992 -2.499  -0.24
N 1.221 3.921 -2.673  0.09
C 2.254 3.987 -1.879  -0.10
C 2.463 2.983 -0.910  -0.12
C 3.784 2.922 -0.149  -0.19
O 4.394 1.663 -0.446  -0.09
C 1.492 1.980 -0.775  -0.06
C 1.425 0.796 0.095  -0.07
N 2.309 0.483 1.164  0.12
C 2.287 -0.534 2.085  -0.26
C 3.557 -1.110 2.609  -0.05
N 3.653 -2.001 3.660  0.06
C 2.426 -2.647 3.873  -0.11
C 1.204 -2.006 3.467  -0.14
N 1.160 -1.020 2.606  0.07
C 0.182 0.226 -0.195  -0.22
N -0.457 -0.823 0.329  0.11
C -1.874 -1.088 0.017  -0.31
C -2.486 -1.944 1.190  -0.11
C -4.042 -2.127 1.068  -0.24
C -4.438 -2.490 -0.236  -0.29
C -3.718 -1.801 -1.374  -0.18
C -2.154 -1.749 -1.316  -0.15
O -0.447 0.910 -1.203  0.11
C 0.375 1.957 -1.543  -0.14
H -1.057 3.962 -3.872  0.07
H -0.220 2.553 -4.431  0.06
H -1.602 2.346 -3.400  0.08
H 2.937 4.765 -2.119  0.10
H 4.433 3.763 -0.406  0.12
H 3.468 3.030 0.872  0.11
H 4.424 1.514 -1.435  0.14
H 3.285 0.637 0.885  0.10
H 4.513 -0.580 2.406  0.11
H 2.452 -3.493 4.516  0.08
H 0.346 -2.542 3.876  0.10
H -0.158 -1.067 1.286  0.09
H -2.441 -0.141 -0.030  0.15
H -2.269 -1.469 2.233  0.14
H -2.024 -2.915 1.228  0.10
H -4.345 -2.837 1.755  0.09
H -4.619 -1.146 1.175  0.14
H -4.207 -3.563 -0.320  0.12
H -5.540 -2.465 -0.189  0.13
H -3.973 -2.242 -2.354  0.11
H -4.031 -0.710 -1.361  0.13
H -1.717 -2.742 -1.499  0.12
H -1.786 -1.107 -2.160  0.12

## Properties
**HOMO**: -7.1 eV
**Kohn-Sham gap**: 7.4 eV
**Lowest unoccupied orbital energy**: 0.344 eV


(two)
This record from the Open Molecules 2025 dataset describes C19H23N5O2 as an isolated structure. The level of theory is wB97M-V/def2-TZVPD.

Each line ends with the Löwdin charge.
Positions of all 49 atoms, in Å:
C -4.067 1.352 -7.789  -0.07
C -3.588 0.614 -6.656  -0.15
C -4.489 -0.277 -5.876  0.00
C -3.908 -0.800 -4.680  0.04
C -2.425 -0.605 -4.302  -0.18
C -1.701 0.308 -4.889  -0.12
C -2.172 1.017 -6.006  0.05
H -1.477 1.312 -6.664  0.05
H -0.670 0.268 -4.584  0.11
C -2.186 -1.252 -2.969  -0.18
O -2.860 -2.369 -2.320  -0.17
N -1.085 -0.866 -2.177  -0.02
N -0.549 -1.259 -1.194  -0.01
C 0.027 -0.616 -0.231  -0.38
O 0.649 0.395 -0.652  0.01
C 0.418 -1.174 1.130  -0.39
C -0.028 -0.334 2.154  -0.27
H -1.126 -0.108 2.115  0.14
H -0.111 -1.207 3.077  0.20
C 0.665 0.859 2.519  -0.11
N 2.212 0.378 2.604  -0.06
C 2.642 0.474 3.983  -0.29
N 1.947 0.883 4.909  0.14
C 2.557 1.035 6.140  -0.24
C 3.968 0.139 6.183  -0.01
C 4.507 -0.098 4.978  -0.34
N 4.092 0.013 3.774  0.13
H 5.452 -0.609 5.100  0.10
H 4.446 0.559 7.220  0.13
C 1.849 1.567 7.140  -0.06
H 2.373 2.209 7.636  0.03
H 1.841 0.642 7.911  0.18
H 0.856 1.827 6.818  0.10
C 2.802 -0.168 1.405  -0.05
H 3.806 -0.380 1.643  0.08
C 1.763 -1.634 1.254  -0.05
H 2.405 -2.162 0.227  0.21
H 1.945 -2.008 2.127  0.03
H 2.560 0.414 0.616  0.05
H 0.346 1.327 3.517  0.12
H 0.571 1.613 1.509  0.18
H -0.190 -2.115 1.258  0.16
H -1.178 -2.067 -0.763  0.23
H -0.621 0.291 -2.458  0.29
H -4.514 -1.525 -3.935  0.15
H -5.407 -0.335 -6.267  0.05
H -3.235 1.318 -8.657  0.16
H -4.908 0.952 -8.290  0.08
H -4.201 2.204 -7.589  -0.03

## Properties
**HOMO**: -7.4 eV
**Kohn-Sham gap**: 7.0 eV
**Lowest unoccupied orbital energy**: -0.431 eV


Which one is most stable, and which one is least stable? (one) is the most stable of them, while (two) is the least stable.


(one)
This record from the Open Molecules 2025 dataset describes C4H12F2O4Zn as an isolated structure. The level of theory is wB97M-V/def2-TZVPD.

Each line ends with the Löwdin spin population.
Positions of all 23 atoms, in Å:
Zn -0.758 0.821 0.003  0.02
F -1.643 1.918 1.371  0.43
F -1.476 1.961 -1.449  0.56
C -0.220 -1.704 -1.430  0.00
C -1.741 -1.779 -1.065  0.00
O -2.095 -0.879 -0.024  -0.01
O 0.167 -0.353 -1.608  0.00
H 0.026 -2.169 -2.384  0.00
H 0.437 -2.203 -0.718  0.00
H -1.987 -2.811 -0.819  0.00
H -2.326 -1.573 -1.961  0.00
H -2.967 -1.122 0.296  0.00
H 0.616 -0.197 -2.442  0.00
C 1.594 1.859 1.122  0.00
C 1.485 0.438 1.659  0.00
O 0.242 -0.209 1.506  0.00
O 1.078 1.766 -0.171  -0.01
H 2.650 2.127 1.126  0.00
H 0.962 2.554 1.674  0.00
H 1.927 0.439 2.655  0.00
H 2.123 -0.277 1.139  0.00
H 0.187 -0.770 2.283  0.00
H 1.720 2.162 -0.765  0.00

## Properties
**HOMO (alpha / beta)**: -15.0 / -14.9 eV
**Kohn-Sham gap (alpha / beta)**: 11.9 / 6.3 eV
**Lowest unoccupied orbital energy (alpha / beta)**: -3.093 / -8.608 eV
**Multiplicity**: 2
**Charge**: +1


(two)
This record from the Open Molecules 2025 dataset describes C4H12F2O4Zn as an isolated structure. The level of theory is wB97M-V/def2-TZVPD.

Each line ends with the Löwdin spin population.
Positions of all 23 atoms, in Å:
Zn -0.815 0.380 -0.431  0.00
F -0.642 -0.087 1.522  0.37
F -1.562 2.180 -0.847  0.29
C -2.374 -1.881 -0.548  0.00
C -1.166 -2.354 -1.361  0.00
O -0.126 -1.403 -1.292  0.00
O -2.714 -0.516 -0.939  0.00
H -2.383 -2.073 0.525  0.00
H -3.232 -2.455 -0.896  0.00
H -1.178 -2.582 -2.427  0.00
H -0.707 -3.207 -0.860  0.00
H 0.717 -1.863 -1.286  0.00
H -3.661 -0.532 -1.094  0.00
C 1.936 2.120 1.538  0.04
C 2.184 0.985 0.542  0.00
O 1.275 1.031 -0.585  0.00
O 1.479 1.772 2.864  0.26
H 1.297 2.881 1.091  0.02
H 2.869 2.683 1.549  0.02
H 2.328 -0.009 0.967  0.00
H 3.086 1.153 -0.047  0.00
H 1.796 1.206 -1.372  0.00
H 1.593 2.569 3.386  0.00

## Properties
**HOMO (alpha / beta)**: -15.3 / -13.6 eV
**Kohn-Sham gap (alpha / beta)**: 12.1 / 3.9 eV
**Lowest unoccupied orbital energy (alpha / beta)**: -3.209 / -9.712 eV
**Multiplicity**: 2
**Charge**: +1


Which one is most stable, and which one is least stable? (one) is the most stable of them, while (two) is the least stable.


(one)
This record from the Open Molecules 2025 dataset describes a 2-piece molecular cluster, C3H6NO overall. The level of theory is wB97M-V/def2-TZVPD.

Each line ends with the Löwdin charge.
Positions of all 11 atoms, in Å:
C -1.274 -0.187 -0.737  0.05
C -0.096 0.465 -1.249  0.00
C -0.051 -0.979 -0.408  0.07
N 0.934 0.003 1.385  0.15
O 0.732 -0.586 -1.335  0.16
H -1.787 0.345 -0.053  0.11
H -1.761 -0.759 -1.396  0.11
H 0.369 1.340 -1.051  0.12
H 1.802 -0.418 1.562  0.07
H 0.311 -0.178 2.180  0.10
H 0.821 0.953 1.103  0.06

## Properties
**HOMO (alpha / beta)**: -14.6 / -14.6 eV
**Kohn-Sham gap (alpha / beta)**: 8.9 / 8.9 eV
**Lowest unoccupied orbital energy (alpha / beta)**: -5.711 / -5.708 eV
**Charge**: +1


(two)
This record from the Open Molecules 2025 dataset describes an isolated ion of composition C3H6NO and charge +1. The level of theory is wB97M-V/def2-TZVPD.

Each line ends with the Löwdin charge.
Positions of all 11 atoms, in Å:
C 0.146 -0.104 2.598  0.26
C 0.007 0.143 -2.204  0.00
C -0.176 0.008 -0.550  -0.02
N -0.524 0.661 0.530  0.03
O -0.742 0.291 1.748  0.02
H 1.206 -0.146 2.315  0.14
H -0.246 -0.210 3.630  0.15
H -0.802 -0.519 -2.469  0.07
H 0.904 -0.302 -2.445  0.03
H 0.202 -1.135 -0.616  0.16
H 0.027 1.314 -2.537  0.15

## Properties
**HOMO (alpha / beta)**: -15.2 / -15.2 eV
**Kohn-Sham gap (alpha / beta)**: 8.6 / 8.6 eV
**Lowest unoccupied orbital energy (alpha / beta)**: -6.604 / -6.605 eV
**Charge**: +1


Which one is most stable, and which one is least stable? (one) is the most stable of them, while (two) is the least stable.


(one)
This record from the Open Molecules 2025 dataset describes a 2-piece molecular cluster, H3S3 overall. The level of theory is wB97M-V/def2-TZVPD.

Each line ends with the Löwdin charge.
Positions of all 6 atoms, in Å:
S -0.593 0.007 1.710  -0.06
H -0.259 1.023 2.479  -0.30
S 1.484 -1.045 -1.590  0.34
S -1.075 1.015 -0.032  -0.36
H 1.476 -0.270 -2.687  -0.25
H 0.498 -0.325 -0.965  -0.37

## Properties
**HOMO**: -2.6 eV
**Kohn-Sham gap**: 6.1 eV
**Lowest unoccupied orbital energy**: 3.578 eV
**Charge**: -1


(two)
This record from the Open Molecules 2025 dataset describes H3S3 as an isolated structure. The level of theory is wB97M-V/def2-TZVPD.

Each line ends with the Löwdin charge.
Positions of all 6 atoms, in Å:
S -1.087 -1.804 0.371  0.04
S 0.228 -0.628 -0.783  -0.14
H -2.064 -1.878 -0.536  -0.28
H 0.508 0.777 0.101  -0.39
S 0.994 2.263 0.471  0.10
H 0.340 3.101 -0.334  -0.33

## Properties
**HOMO**: -3.2 eV
**Kohn-Sham gap**: 6.6 eV
**Lowest unoccupied orbital energy**: 3.454 eV
**Charge**: -1


Which one is most stable, and which one is least stable? (one) is the most stable of them, while (two) is the least stable.